1.
41
Properties=species:S:1:pos:R:3:lowdin_spin:R:1 method="wB97M-V/def2-TZVPD" e_lumo_ev="-1.78 / -4.21" multiplicity=2 orbital_gap_ha="0.299 / 0.205" de_lowest_kj_mol=7.2 homo_energy_ev="-9.910 / -9.785" max_force_ha_per_bohr=0.015
Pt 1.1480 -0.3747 -1.6700 0.18
N 0.1609 -1.7847 1.6740 0.00
C 1.5842 -2.1084 1.2645 0.00
C 2.2527 -2.9168 2.3731 0.00
P 2.5356 -0.5244 0.9513 0.00
O 1.3609 0.5771 1.2177 0.00
O 3.6389 -0.2770 1.8833 0.00
O 2.7953 -0.5559 -0.5678 0.00
P 1.4731 -3.1219 -0.2828 0.00
O 0.3161 -4.1256 0.2372 0.00
O 2.7485 -3.7546 -0.6055 0.00
O 0.7131 -2.2670 -1.3279 0.02
H 0.0954 -1.6124 2.6762 0.00
H -0.4611 -2.5645 1.4339 0.00
H -0.2235 -0.9586 1.1860 0.00
H 2.3715 -2.3114 3.2733 0.00
H 3.2430 -3.2204 2.0413 0.00
H 1.6770 -3.8166 2.5972 0.00
H 1.7014 1.2192 1.8550 0.00
H -0.1779 -4.5524 -0.4732 0.00
Cl -2.7170 5.4569 -0.7935 0.07
C -1.4904 4.3034 -1.0911 0.16
C -0.1672 4.6205 -0.7874 -0.03
C 0.8234 3.6963 -1.0128 0.13
Cl 2.4445 4.0477 -0.6203 0.05
C 0.5124 2.3976 -1.5382 0.03
O 1.4621 1.5619 -1.6822 0.27
C -0.8626 2.1216 -1.8605 0.08
C -1.2517 0.8960 -2.5553 0.01
O -0.4950 -0.0313 -2.8256 0.03
C -1.8341 3.0626 -1.6387 0.01
H 0.0779 5.5852 -0.3665 0.00
H -2.2806 0.8409 -2.9202 0.00
H -2.8676 2.8408 -1.8676 0.00
F -1.3310 0.0951 0.1973 0.00
P -2.9427 -0.3447 0.2663 0.00
F -3.0114 0.3244 1.7227 0.00
F -2.4731 -1.7558 0.9353 0.00
F -2.7760 -0.9900 -1.2005 0.00
F -3.3021 1.0856 -0.4238 0.00
F -4.4711 -0.7637 0.3257 0.00


2.
79
Properties=species:S:1:pos:R:3:lowdin_spin:R:1 method="wB97M-V/def2-TZVPD" e_lumo_ev="-9.39 / -11.25" multiplicity=8 orbital_gap_ha="0.157 / 0.088" total_charge=+3 de_lowest_kj_mol=207.6 homo_energy_ev="-13.652 / -13.652" max_force_ha_per_bohr=0.093
Gd -0.1068 -0.3859 0.1641 6.82
P -1.4412 0.9051 -1.9756 0.04
P 2.1261 -1.1859 -1.2494 0.09
P 1.2837 2.1069 0.2112 0.00
H -0.1079 -0.9361 2.7202 0.00
C -0.1328 0.1863 2.6748 -0.01
C -1.2395 0.8099 2.1625 -0.01
H -2.1194 0.1986 1.9365 0.00
C -2.9773 -0.0258 -2.5500 0.00
C -0.5976 1.1846 -3.5759 0.01
C -2.1836 2.4812 -1.3708 0.01
C 3.2802 -1.7903 0.0254 0.01
C 1.5493 -2.5851 -2.2678 0.01
C 2.9742 -0.0252 -2.3523 0.02
C 0.5736 3.3849 1.3599 0.00
C 1.6322 3.1360 -1.3020 0.00
C 2.9675 1.8414 0.9652 0.00
H 0.8382 0.7074 2.7657 0.00
H -1.3308 1.8448 1.7942 0.00
H -3.5105 -0.3334 -1.6585 0.00
H -2.5478 -0.9866 -2.9064 0.00
H -3.5463 0.5430 -3.2317 0.00
H -0.2577 0.1699 -3.9362 0.00
H 0.2692 1.8886 -3.4171 0.00
H -1.4275 1.6096 -4.1965 0.00
H -2.7801 2.3026 -0.4474 0.00
H -2.8476 2.7772 -2.2128 0.00
H -1.3859 3.2338 -1.1719 0.00
H 4.0508 -2.2453 -0.6316 0.00
H 2.7487 -2.5339 0.6714 0.00
H 3.6559 -0.9339 0.6352 0.00
H 2.5310 -2.8915 -2.6919 0.00
H 0.8286 -2.1995 -3.0338 0.00
H 1.0628 -3.3530 -1.6114 0.00
H 3.7249 -0.7290 -2.7651 0.01
H 3.4140 0.8066 -1.7605 0.00
H 2.2384 0.3457 -3.1041 0.00
H 1.2942 4.2317 1.3871 0.00
H 0.4369 2.9240 2.3617 0.00
H -0.4184 3.7004 0.9615 0.00
H 2.3169 3.9521 -0.9703 0.00
H 0.6669 3.5356 -1.6913 0.00
H 2.1146 2.4924 -2.0736 0.00
H 3.3993 2.8436 1.1701 0.00
H 3.6207 1.2570 0.2845 0.00
H 2.8480 1.2775 1.9158 0.00
C 7.0949 0.2155 2.8204 0.00
C 7.8757 -0.4225 3.8270 0.00
C 7.5749 -0.1522 5.1592 0.00
C 6.5336 0.7315 5.4941 0.00
C 5.7769 1.3565 4.4918 0.00
C 6.0563 1.1019 3.1484 0.00
O 7.2908 -0.0060 1.4951 0.00
H 8.0416 -0.6296 1.3905 0.00
H 8.6762 -1.1039 3.5307 0.00
H 8.1581 -0.6345 5.9495 0.00
H 6.3111 0.9345 6.5453 0.00
H 4.9681 2.0459 4.7406 0.00
H 5.5023 1.5726 2.3326 0.00
C -4.3369 0.6284 1.0466 0.00
N -4.2591 -0.7330 0.5146 0.00
C -5.5509 -1.3856 0.5413 0.00
C -3.2444 -1.2947 -0.2054 0.00
O -2.0599 -0.8537 0.1538 -0.02
N -3.1513 -2.5189 -0.7632 0.00
C -4.2675 -3.3636 -1.1707 0.00
C -1.8241 -3.0117 -1.1541 0.00
H -4.5653 0.5398 2.1172 0.00
H -5.2086 1.1710 0.6480 0.00
H -3.4449 1.2876 0.9368 0.00
H -5.9216 -1.5488 -0.4848 0.00
H -5.3981 -2.3482 1.0524 0.00
H -6.1880 -0.6916 1.0973 0.00
H -3.8409 -4.2450 -1.6775 0.00
H -4.7707 -3.6087 -0.2193 0.00
H -4.9702 -2.8039 -1.8110 0.00
H -1.3133 -2.4585 -1.9733 0.00
H -1.1305 -3.0416 -0.2962 0.00
H -1.9442 -4.0408 -1.5183 0.00


3.
120
Properties=species:S:1:pos:R:3:mulliken_charge:R:1 method="wB97M-V/def2-TZVPD" e_lumo_ev=-0.71 multiplicity=1 orbital_gap_ha=0.174 de_lowest_kj_mol=284.6 homo_energy_ev=-5.431 max_force_ha_per_bohr=0.088
Rb 4.4756 -1.7567 2.1559 0.96
C 3.0366 0.6162 0.1675 -1.92
C 1.4607 0.4109 0.1956 2.19
C 0.9904 0.3564 -1.3083 -1.08
C -0.5062 -0.0067 -1.5122 -0.37
C -0.7186 -1.3734 -0.8261 -0.67
C -0.2948 -1.4817 0.7037 1.49
N 0.9937 -0.8548 0.9114 1.01
O 1.5982 -1.0839 2.2217 -0.99
C -0.4519 -2.9681 1.1692 -1.19
C -1.4754 -0.7828 1.4668 -0.51
C 0.8243 1.7239 0.7956 -1.87
H 3.5254 -0.1379 -0.4493 0.05
H 3.5258 0.6927 1.1385 0.35
H 3.4332 1.5727 -0.1730 0.37
H 1.6506 -0.2786 -1.8991 -0.04
H 0.9530 1.3431 -1.7700 0.51
H -0.9225 -0.2098 -2.4989 0.46
H -1.1095 0.8043 -1.1043 -0.20
H -0.0929 -1.9988 -1.4628 0.01
H -1.7360 -1.7439 -0.9516 0.20
H -1.4534 -3.3254 0.9297 0.41
H -0.3134 -3.0165 2.2492 0.01
H 0.3342 -3.6034 0.7609 -0.03
H -1.2104 -0.7825 2.5241 0.36
H -2.3821 -1.3877 1.4540 0.04
H -1.7058 0.2345 1.1505 -0.66
H -0.2324 1.7450 0.5289 -0.12
H 1.2316 2.6597 0.4129 0.44
H 0.9227 1.9072 1.8656 0.48
C 3.9043 0.0942 -4.5378 -1.05
C 4.2097 -1.3472 -4.1983 0.75
O 4.0597 -2.1877 -5.0255 -0.55
C 4.7947 -1.7511 -2.8309 -0.19
H 3.3981 0.5589 -3.6917 0.22
H 3.4813 0.2973 -5.5216 0.30
H 4.9228 0.4770 -4.6031 0.35
H 5.2382 -2.7340 -2.9901 0.29
H 3.9283 -1.8252 -2.1736 -0.50
H 5.6050 -1.1259 -2.4560 0.46
C -2.4252 4.0598 -2.8822 -0.99
C -3.3082 2.8123 -3.0014 0.89
O -4.1581 2.6087 -2.1500 -0.57
C -3.0219 1.8404 -4.0968 -1.19
H -2.6678 4.8784 -3.5597 0.37
H -1.4233 3.7203 -3.1447 0.33
H -2.2140 4.3183 -1.8445 0.17
H -3.4447 2.2167 -5.0283 0.42
H -3.5146 0.9038 -3.8357 0.30
H -1.9702 1.6242 -4.2850 0.29
C -1.3817 -4.0541 5.2233 -1.14
C -2.6297 -4.1949 4.3589 0.75
O -3.2403 -5.2258 3.9792 -0.62
C -3.0990 -2.8413 3.9117 -0.43
H -1.6350 -3.5252 6.1421 0.35
H -0.5548 -3.5054 4.7724 0.30
H -1.0481 -5.0569 5.4904 0.33
H -3.7466 -2.3758 4.6545 0.51
H -3.6606 -2.8888 2.9787 0.10
H -2.2405 -2.1846 3.7704 -0.05
C 0.5014 5.7596 1.1019 -0.99
C 1.6699 5.3653 1.9510 1.10
O 2.7426 6.0034 1.8030 -0.59
C 1.3846 4.7483 3.3657 -1.38
H 0.8985 6.5040 0.4119 0.40
H -0.2184 6.0401 1.8709 0.36
H 0.0633 4.9127 0.5737 0.12
H 2.2865 4.7634 3.9777 0.33
H 1.0247 3.7239 3.2696 0.35
H 0.7118 5.3787 3.9471 0.47
C -1.6381 -6.5776 -4.0452 -1.04
C -2.2211 -5.2065 -3.6912 0.66
O -2.8894 -4.6076 -4.5671 -0.58
C -2.0101 -4.6583 -2.2953 -0.08
H -2.2110 -7.3095 -3.4758 0.30
H -0.5786 -6.5983 -3.7901 0.26
H -1.7229 -6.8833 -5.0880 0.32
H -2.5450 -5.2308 -1.5375 0.45
H -2.4485 -3.6641 -2.2093 0.18
H -0.9448 -4.6604 -2.0644 -0.35
C 5.4613 3.9687 1.4358 -0.52
C 6.0884 5.2218 0.7940 0.80
O 6.2762 5.2297 -0.4119 -0.58
C 6.3553 6.3622 1.7475 -1.06
H 5.2990 3.2405 0.6411 0.16
H 4.4195 4.1553 1.6964 -0.09
H 6.0345 3.5582 2.2671 0.41
H 7.0931 6.0166 2.4717 0.33
H 5.3942 6.6856 2.1472 0.26
H 6.8450 7.1078 1.1212 0.30
C -4.9608 -0.5536 0.1294 0.05
C -6.1662 -0.4168 -0.7720 0.65
O -6.2632 -1.1045 -1.7742 -0.60
C -7.1656 0.5880 -0.2864 -1.28
H -5.2979 -0.7569 1.1458 0.39
H -4.4569 0.4122 0.0913 -0.31
H -4.2839 -1.3611 -0.1497 0.06
H -7.9828 0.5506 -1.0067 0.37
H -6.7775 1.6064 -0.2676 0.30
H -7.5837 0.2944 0.6765 0.37
C 2.3590 -4.1535 -1.3507 -0.21
C 3.4976 -4.6152 -0.4729 0.71
O 4.3539 -3.8973 0.0890 -0.61
C 3.3854 -6.0744 -0.1533 -1.16
H 1.3878 -4.6439 -1.2852 0.33
H 2.8349 -4.2374 -2.3278 0.56
H 2.3448 -3.0878 -1.1223 -0.66
H 4.2132 -6.5018 -0.7192 0.37
H 2.4565 -6.5117 -0.5193 0.30
H 3.5909 -6.2285 0.9060 0.31
C -3.5387 2.1768 1.9663 -0.82
C -2.4338 2.6695 2.8774 0.78
O -1.8546 1.9795 3.6615 -0.56
C -1.9953 4.0909 2.5398 -0.30
H -4.3595 2.8923 2.0147 0.51
H -3.9240 1.1881 2.2156 0.33
H -3.2136 2.1258 0.9271 -0.15
H -2.7211 4.8092 2.9210 0.49
H -2.0649 4.1646 1.4545 0.11
H -1.0106 4.3864 2.9019 -0.45


4.
58
Properties=species:S:1:pos:R:3:nbo_charge:R:1 method="wB97M-V/def2-TZVPD" e_lumo_ev=-5.03 multiplicity=1 orbital_gap_ha=0.178 total_charge=+1 de_lowest_kj_mol=62.2 homo_energy_ev=-9.889 max_force_ha_per_bohr=0.017
W 0.0302 -0.0411 -0.4515 1.38
C 2.7363 -2.8131 0.4560 -0.55
C 1.5693 -3.0673 1.3914 -0.53
S -0.0336 -2.6120 0.6480 0.38
C -0.9642 -2.2302 2.1572 -0.54
C -0.6235 -0.8974 2.8512 -0.55
S 0.6787 0.0211 1.9783 0.41
C 0.7240 1.5736 2.9175 -0.53
C 2.1518 2.1104 2.9108 -0.55
S 2.8684 2.1675 1.2404 0.21
C 4.2486 0.9970 1.3875 -0.53
C 3.8823 -0.4756 1.5411 -0.55
S 3.0267 -1.0737 0.0678 0.32
H 2.5866 -3.3075 -0.5045 0.26
H 3.6502 -3.2226 0.8883 0.25
H 1.6881 -2.5178 2.3240 0.22
H 1.5091 -4.1307 1.6248 0.26
H -0.8170 -3.0712 2.8329 0.25
H -2.0081 -2.2324 1.8553 0.27
H -0.2437 -1.0613 3.8587 0.24
H -1.5103 -0.2686 2.8996 0.26
H 0.4008 1.3317 3.9310 0.25
H 0.0166 2.2835 2.4977 0.23
H 2.7953 1.4941 3.5384 0.23
H 2.1579 3.1179 3.3254 0.25
H 4.8760 1.3053 2.2237 0.24
H 4.8325 1.1471 0.4782 0.25
H 3.2601 -0.6425 2.4217 0.22
H 4.7974 -1.0608 1.6464 0.25
O -5.6010 1.1488 -4.2250 -0.70
C -4.8370 0.3130 -4.7326 0.73
O -4.7842 -0.3049 -5.7936 -0.68
C -3.6533 0.0510 -3.7737 0.03
C -2.3384 0.0781 -4.2206 -0.21
C -1.2970 0.0202 -3.3167 0.04
N -1.5032 -0.1266 -2.0001 -0.51
C -2.7869 -0.2003 -1.5729 0.01
C -3.8712 -0.1060 -2.4008 -0.15
C -2.8998 -0.2896 -0.1043 0.77
O -3.8648 -0.4146 0.5770 -0.49
O -1.6471 -0.1672 0.4476 -0.76
H -2.1374 0.1572 -5.2807 0.26
H -0.2763 0.0993 -3.6620 0.20
H -4.8738 -0.0994 -1.9947 0.28
C -0.0081 4.1178 -1.6706 -0.27
O 0.1439 2.6801 -1.5650 -0.46
C -0.3567 1.9832 -0.5988 0.34
C -1.3076 2.7037 0.3043 -0.76
H 0.4169 4.6035 -0.7951 0.20
H -1.0551 4.3841 -1.7943 0.21
H 0.5527 4.3923 -2.5563 0.23
H -2.1499 3.0631 -0.2974 0.28
H -0.8343 3.5876 0.7393 0.25
H -1.6958 2.0701 1.0926 0.25
O 0.9161 -1.3080 -1.8843 -0.50
N 1.7334 -0.4260 -2.3915 0.74
O 2.5113 -0.6529 -3.2349 -0.21
O 1.5514 0.7008 -1.8167 -0.45


5.
15
Properties=species:S:1:pos:R:3:nbo_charge:R:1 method="wB97M-V/def2-TZVPD" e_lumo_ev=0.69 multiplicity=1 orbital_gap_ha=0.310 de_lowest_kj_mol=253.8 homo_energy_ev=-7.748 max_force_ha_per_bohr=0.034 smiles="CC(O)(O)C(N)=C=O"
C 1.2482 -0.0457 1.0705 -0.64
C 0.0729 0.5141 0.2785 0.52
O 0.5220 1.5662 -0.6692 -0.74
O -0.8711 0.9754 1.1778 -0.71
C -0.5002 -0.4809 -0.7166 -0.22
N -1.5926 -1.2861 -0.2900 -0.81
C -0.1266 -0.2300 -1.9535 0.69
O 0.3109 -0.2731 -3.0414 -0.46
H 1.6073 0.7077 1.7693 0.22
H 2.0493 -0.3262 0.3924 0.23
H 0.9243 -0.9170 1.6354 0.22
H 1.1745 2.1429 -0.2493 0.48
H -1.6399 1.2951 0.6869 0.49
H -1.5094 -1.4804 0.7024 0.38
H -1.6697 -2.1620 -0.7933 0.38


6.
20
Properties=species:S:1:pos:R:3:nbo_charge:R:1 method="wB97M-V/def2-TZVPD" e_lumo_ev=0.45 multiplicity=1 orbital_gap_ha=0.325 de_lowest_kj_mol=314.7 homo_energy_ev=-8.385 max_force_ha_per_bohr=0.092
C -1.8457 0.9368 -1.9606 -0.77
S -0.2472 1.6685 -1.3347 1.17
O -0.0709 2.9429 -2.2415 -0.96
C -0.5393 2.1211 0.3562 -0.83
H -2.7525 1.5107 -1.5618 0.22
H -1.8248 0.0387 -1.5043 0.20
H -1.9117 0.8126 -3.0585 0.26
H -1.2106 2.8633 0.2394 0.23
H 0.3313 2.3807 0.9246 0.25
H -1.2063 1.3205 0.8550 0.23
C -0.1098 -2.2198 0.8317 -0.86
S 1.4709 -2.3350 0.1943 1.22
O 1.4945 -1.5915 -1.1795 -0.95
C 2.2306 -1.2142 1.4395 -0.85
H -0.7738 -2.5771 0.1048 0.25
H -0.3698 -1.1881 1.0951 0.23
H -0.0872 -2.6892 1.8675 0.24
H 2.1681 -1.4851 2.5073 0.24
H 1.9692 -0.1526 1.2142 0.24
H 3.2849 -1.1433 1.2114 0.24


7.
15
Properties=species:S:1:pos:R:3:nbo_charge:R:1 method="wB97M-V/def2-TZVPD" e_lumo_ev="-5.55 / -5.55" multiplicity=1 orbital_gap_ha="0.294 / 0.294" total_charge=+1 de_lowest_kj_mol=0.0 homo_energy_ev="-13.560 / -13.559" max_force_ha_per_bohr=0.084
C -1.8644 1.2913 -0.1017 -0.01
C -0.5420 1.6139 0.0769 -0.32
C -2.3527 -0.0187 -0.0556 -0.31
C -1.4918 -1.0353 0.0444 0.29
C 0.4584 0.5983 0.1302 0.24
C 2.7647 -0.9982 -0.0251 -0.72
O -0.1759 -0.8565 0.0327 -0.41
S 2.1879 0.7354 0.1401 0.46
H -2.5416 2.0423 -0.2521 0.24
H -0.2424 2.6875 0.2149 0.28
H -3.3875 -0.1145 -0.0099 0.26
H -1.7318 -2.0599 -0.1824 0.24
H 2.5826 -1.5307 -0.9725 0.27
H 2.5332 -1.4133 0.9120 0.25
H 3.8032 -0.9416 0.0479 0.26


8.
24
Properties=species:S:1:pos:R:3:nbo_charge:R:1 method="wB97M-V/def2-TZVPD" e_lumo_ev=0.93 multiplicity=1 orbital_gap_ha=0.346 de_lowest_kj_mol=214.1 homo_energy_ev=-8.489 max_force_ha_per_bohr=0.053 smiles=Fc1ncccc1OC[C@@H]1CCN1
F 1.0859 2.1270 0.2635 -0.32
C 1.8037 1.0154 0.0425 0.51
N 2.9779 1.1726 -0.4892 -0.44
C 3.8584 0.1854 -0.6791 0.01
C 3.5048 -1.1262 -0.2771 -0.24
C 2.2385 -1.2700 0.3663 -0.21
C 1.3459 -0.2234 0.4706 0.20
O 0.2502 -0.4126 1.2257 -0.49
C -0.8011 0.5299 1.1667 -0.10
C -1.4172 0.4511 -0.2374 -0.07
C -2.8909 0.9279 -0.4901 -0.41
C -3.2776 -0.5600 -0.3888 -0.21
N -1.8558 -0.8782 -0.6281 -0.64
H 4.8481 0.4734 -1.0100 0.20
H 4.2651 -1.8928 -0.3448 0.22
H 1.9016 -2.2805 0.5988 0.23
H -1.4834 0.2805 1.9608 0.19
H -0.2779 1.5437 1.2846 0.21
H -0.6876 0.8626 -0.9164 0.18
H -3.3548 1.5053 0.3713 0.21
H -3.1943 1.2895 -1.4759 0.23
H -3.5300 -1.0479 0.5897 0.17
H -3.9567 -1.0120 -1.1388 0.19
H -1.3529 -1.6606 -0.2648 0.37


Question: The highest multiplicity belongs to which entry?
Answer: C22H49GdN2O2P3


Question: Among the records above, which one has the highest multiplicity?
Answer: C22H49GdN2O2P3